No. 1
ORCA calculation (ωB97M-V with the def2-TZVPD basis set) on 6 unconnected molecules or ions with the total composition C25H32F3NO4S.

Output
ΔE to the lowest compared entry with this formula, charge and spin: 36.8 kcal/mol
E_HOMO: -0.3373 Ha
HOMO-LUMO gap: 9.152 eV

Atoms and positions in Å:
S  16.87739  -67.51310  -1.34087
F  22.36388  -69.77881  -9.14459
F  16.83564  -65.56185  -9.54195
F  23.58145  -60.85200  -5.68419
O  16.45720  -66.46667  -0.37397
O  20.06639  -65.25551  -3.42088
O  19.93361  -63.10001  0.61887
O  17.83533  -68.54124  -1.02994
N  19.13645  -63.73879  -1.56230
C  17.08504  -66.92756  -3.01547
C  15.98700  -63.83621  -6.34189
C  16.88132  -65.20858  -8.22689
C  22.54286  -68.66891  -8.34663
C  14.94147  -67.96228  -3.03729
C  20.86113  -61.79331  -7.99762
C  19.30173  -62.34786  -1.91218
C  17.81932  -65.46715  -6.00868
C  15.36230  -68.45472  -1.62659
C  22.15182  -61.32309  -7.55422
C  22.57374  -66.66882  -6.30096
C  19.75097  -63.99617  -0.27079
C  20.30896  -62.73314  -5.79295
C  19.95184  -62.50314  -7.17917
C  23.67266  -68.34702  -7.59203
C  16.21536  -67.57402  -3.86354
C  21.41542  -62.08988  -5.25327
C  17.84171  -65.85568  -7.33671
C  22.37589  -61.47592  -6.12811
C  21.36279  -67.99059  -7.98451
C  21.44105  -67.06930  -6.96883
C  20.34944  -65.35323  0.03602
C  23.74561  -67.37571  -6.62425
C  16.89877  -64.59285  -5.50723
C  16.02228  -64.19315  -7.79043
H  19.43252  -65.99604  0.12505
H  14.76632  -68.33742  -0.64154
H  18.53779  -65.52091  -5.29586
H  20.18712  -62.38655  -2.24790
H  15.63523  -69.43205  -1.75945
H  20.65090  -61.60655  -9.08267
H  21.58914  -62.46535  -4.26447
H  18.51580  -66.67502  -7.72402
H  24.51487  -67.04608  -6.22763
H  14.15438  -68.74613  -3.47053
H  15.77037  -66.97297  -4.83119
H  16.97044  -64.00139  -4.55851
H  18.86503  -62.04083  -2.76039
H  24.36784  -69.25523  -7.90568
H  15.52022  -62.81613  -6.03161
H  20.61966  -66.69113  -6.43802
H  22.41731  -65.96404  -5.53040
H  19.04574  -62.89106  -7.58330
H  19.52347  -63.07880  -5.11397
H  19.03034  -61.61006  -1.19463
H  20.73387  -65.55360  -3.83954
H  20.95731  -65.59914  -0.74706
H  14.25192  -67.16876  -2.86439
H  16.53926  -68.43821  -4.38175
H  20.52940  -68.48326  -8.40197
H  19.49802  -64.50518  -2.38385
H  18.15726  -63.87756  -1.46481
H  22.93637  -61.02822  -8.28498
H  16.95462  -65.98188  -2.88516
H  18.27781  -66.86858  -3.18313
H  20.87834  -65.18838  0.68197
H  15.14267  -63.43434  -8.23167

natural (NBO) atomic charge list, values in e, 6 entries: 2.124, -0.330, -0.324, -0.352, -0.953, -1.231

=====

No. 2
ORCA calculation (ωB97M-V with the def2-TZVPD basis set) on a single C3H5N5 molecule.

Output
structure (SMILES): [H]/N=C(/C)n1ncnn1
ΔE to the lowest compared entry with this formula, charge and spin: 54.7 kcal/mol
E_HOMO: -0.3975 Ha
HOMO-LUMO gap: 10.716 eV

Atoms and positions in Å:
N  -1.68928  1.31598  -0.13610
N  2.38349  -0.67167  -0.10889
N  0.45342  0.08141  0.25247
N  1.14504  -1.05933  -0.01380
N  1.24017  1.21501  0.13959
C  2.40281  0.63780  0.03658
C  -1.64436  -1.04089  0.05060
C  -1.01055  0.26484  0.10527
H  -1.08996  -1.68908  -0.67686
H  -2.62036  -0.92948  -0.34003
H  3.30295  1.19726  -0.17883
H  -1.19399  2.22842  -0.11638
H  -1.67938  -1.55029  0.98636

natural (NBO) atomic charge list, values in e, 6 entries: -0.599, -0.252, -0.095, -0.004, -0.235, 0.116

=====

No. 3
ORCA calculation (ωB97M-V with the def2-TZVPD basis set) on 2 unconnected molecules or ions with the total composition C3H8IN2.

Output
ΔE to the lowest compared entry with this formula, charge and spin: 91.9 kcal/mol
E_HOMO: -0.5053 Ha
HOMO-LUMO gap: 7.669 eV
charge: +1

Atoms and positions in Å:
I  1.22646  2.24483  0.83211
N  0.84648  1.76910  -2.11268
N  0.27513  -1.06673  -0.59903
C  0.14264  -1.11165  0.76190
C  -1.22054  -0.93617  1.40489
C  0.72590  1.34965  -0.91462
H  0.61120  1.13282  -2.87252
H  0.65694  -2.04022  1.08256
H  -1.92832  -1.67149  1.03294
H  -1.15364  -1.03961  2.48298
H  1.19247  2.68682  -2.39525
H  -0.61524  -1.00231  -1.09257
H  -1.61802  0.05262  1.18315
H  0.85854  -0.36765  1.20614

natural (NBO) atomic charge list, values in e, 6 entries: 0.413, -0.723, -0.298, -0.331, -0.641, 0.110

=====

No. 4
ORCA calculation (ωB97M-V with the def2-TZVPD basis set) on a molecular structure, C49H52CsN7O5P2Te.

Output
ΔE to the lowest compared entry with this formula, charge and spin: 29.3 kcal/mol
E_HOMO: -0.0783 Ha
HOMO-LUMO gap: 5.774 eV
charge: -2

Atoms and positions in Å:
Cs  0.99083  -0.59615  -0.23359
Te  2.98912  -5.23596  -0.69065
P  -2.97281  -3.74374  -0.67352
P  3.63204  -3.01641  -0.95556
O  -1.47069  0.09784  1.79336
O  3.09441  -1.89523  -0.14680
O  5.28352  -2.83663  -0.79016
O  1.25365  1.37248  -1.81070
O  3.49345  -2.69902  -2.56661
N  -0.55657  -3.82068  0.69905
N  -2.55983  -1.16038  -1.63223
N  -2.28163  -3.86626  2.07297
N  -0.60434  -3.23807  -2.07075
N  -1.73231  -4.96652  -2.86468
N  1.36478  2.18205  1.45272
N  -4.22085  -1.22842  -0.18170
C  -1.13585  5.77235  -1.87758
C  7.54267  -3.59329  -0.69856
C  -3.04399  0.10121  -1.45477
C  -2.67938  2.59422  4.22248
C  6.18982  -3.75533  -1.36979
C  2.22526  2.76510  -4.29579
C  4.39787  2.60012  -5.31775
C  -2.79841  -1.87851  6.15188
C  3.01797  2.73463  -5.42993
C  -0.96370  -0.76940  5.04533
C  1.79620  3.20116  0.70604
C  -1.44434  -1.60616  6.04716
C  0.68105  4.78385  2.10767
C  2.77726  2.67770  -3.01556
C  -1.69429  -3.95143  -1.93997
C  -3.66919  -1.31019  5.22576
C  -1.86331  -3.78020  0.77487
C  -1.15407  -3.89287  2.84901
C  2.65462  2.89494  -0.46907
C  0.57980  2.42392  2.50770
C  -1.82339  -0.17808  4.12363
C  1.46175  4.52494  0.99988
C  -3.18349  -0.48916  4.22427
C  4.15667  2.51590  -2.92144
C  1.09983  5.01603  -2.34613
C  -0.09812  -3.86518  1.97954
C  1.80768  2.58191  -1.80970
C  -2.28333  2.00651  3.02191
C  0.09630  -3.78436  -3.09620
C  -3.44476  3.75248  4.22960
C  2.88672  -0.74948  -3.88620
C  -3.63791  -3.95646  2.54936
C  -2.77798  -5.94587  -3.03408
C  -3.25929  -1.94376  -0.84898
C  0.14791  6.02781  -2.34086
C  0.10036  1.26076  3.31125
C  -3.44635  3.75186  1.82974
C  -3.82477  4.34029  3.02947
C  3.94580  -1.42742  -3.03847
C  0.78239  3.73796  -1.89391
C  -2.68892  2.58915  1.82864
C  -1.46155  4.49745  -1.43263
C  -4.07346  0.08107  -0.55938
C  -5.30001  -1.70093  0.64776
C  0.23879  3.72721  2.87965
C  -0.58772  -4.85768  -3.60727
C  4.95931  2.48146  -4.05654
C  -0.51045  3.48909  -1.44844
C  -1.38072  0.74668  2.95697
H  2.51960  -1.43521  -4.65461
H  -4.41526  5.25011  3.03212
H  4.21443  -0.78071  -2.19862
H  4.62649  2.40234  -1.95291
H  2.05395  -0.41913  -3.26367
H  8.24953  -4.32782  -1.09088
H  0.41766  5.80335  2.36805
H  7.93715  -2.59006  -0.87364
H  -1.87799  6.56318  -1.86349
H  -1.21537  -3.91589  3.92269
H  3.31014  3.74469  -0.67578
H  -2.61309  0.94379  -1.97255
H  5.81993  -4.77697  -1.24609
H  -3.71561  -5.46804  -3.32374
H  0.09858  -0.56496  5.00425
H  -2.49062  -6.64824  -3.81397
H  0.11817  1.53213  4.37163
H  -2.38187  2.13985  5.16144
H  -2.46201  4.29565  -1.06573
H  6.03191  2.36099  -3.94934
H  -4.67770  0.86118  -0.12578
H  -3.17273  -2.52402  6.93871
H  0.40573  7.01813  -2.70175
H  -4.05782  -2.97088  2.73139
H  -3.73760  4.21596  0.89368
H  -0.36945  3.90182  3.75686
H  -5.30275  -2.78800  0.65857
H  3.23748  1.99465  -0.26817
H  7.43762  -3.73663  0.37768
H  -3.74745  4.20015  5.17061
H  -4.24259  -4.48598  1.81163
H  0.75401  0.40789  3.12497
H  6.28233  -3.56961  -2.44963
H  5.02407  2.57475  -6.20224
H  1.14842  2.84579  -4.38714
H  -2.38934  2.09747  0.90867
H  3.32065  0.12900  -4.36423
H  2.10368  5.21885  -2.70343
H  -0.36613  -5.54842  -4.40369
H  -2.94380  -6.49750  -2.10864
H  1.05915  -3.39124  -3.38348
H  -0.73805  2.48233  -1.11232
H  4.85018  -1.59561  -3.63800
H  0.96075  -3.89241  2.18564
H  -0.75253  -2.03656  6.76410
H  1.81094  5.32719  0.36332
H  -3.85986  -0.04464  3.50167
H  -4.73451  -1.50825  5.29813
H  -3.65218  -4.50856  3.48806
H  2.56261  2.80979  -6.41159
H  -6.25589  -1.36235  0.24211
H  -5.20303  -1.32421  1.66742

Löwdin atomic charge list, values in e, 6 entries: 1.144, 0.298, 1.134, 0.028, -0.230, -0.727

=====

No. 5
ORCA calculation (ωB97M-V with the def2-TZVPD basis set) on a molecular structure, C6H13O3SSi.

Output
ΔE to the lowest compared entry with this formula, charge and spin: 80.8 kcal/mol
E_HOMO: -0.1470 Ha
HOMO-LUMO gap: 7.248 eV
charge: -1

Atoms and positions in Å:
S  -1.21718  -1.17600  -1.30476
Si  0.87236  0.39825  -1.15574
O  -0.99652  -2.58108  -1.46002
O  -0.09581  -0.46085  -2.27011
O  -2.56051  -0.80005  -1.63650
C  -0.21025  -1.38519  1.22166
C  0.40177  2.36978  -0.89102
C  -2.34502  0.63329  0.78226
C  2.40494  -0.40100  -0.29363
C  0.22951  -1.23563  2.47755
C  -0.42188  -0.36921  0.23588
H  -2.10926  1.29125  1.62572
H  -0.49811  2.73452  -1.36739
H  2.66208  0.01417  0.68303
H  3.17440  -0.32634  -1.03418
H  0.70382  -0.37652  2.96403
H  -2.91782  -0.24638  1.11337
H  0.21565  2.52841  0.13933
H  0.39168  -2.04471  3.11276
H  -2.59311  1.33637  -0.01460
H  -0.57032  -2.42279  1.04944
H  2.40074  -1.49970  -0.15275
H  1.76191  1.01705  -2.67398
H  1.31695  3.00236  -1.15036

natural (NBO) atomic charge list, values in e, 6 entries: 2.281, 1.609, -0.982, -1.027, -0.958, -0.278

=====

No. 6
ORCA calculation (ωB97M-V with the def2-TZVPD basis set) on a single CH2F3P molecule.

Output
structure (SMILES): FCP(F)F
ΔE to the lowest compared entry with this formula, charge and spin: 19.8 kcal/mol
E_HOMO: -0.3996 Ha
HOMO-LUMO gap: 10.907 eV

Atoms and positions in Å:
P  0.01468  -1.29046  -1.82247
F  -1.44448  -0.86401  -1.31487
F  0.55206  1.07127  -0.83436
F  0.04031  -2.80675  -0.81757
C  0.89565  -0.22442  -0.50391
H  0.41458  -0.24192  0.62426
H  1.94009  -0.28184  -0.46230

natural (NBO) atomic charge list, values in e, 6 entries: 1.437, -0.562, -0.372, -0.601, -0.297, 0.210

=====

No. 7
ORCA calculation (ωB97M-V with the def2-TZVPD basis set) on 2 unconnected molecules or ions with the total composition C2H2Cl6.

Output
structure (SMILES): ClC(Cl)Cl.ClC(Cl)Cl
ΔE to the lowest compared entry with this formula, charge and spin: 1.2 kcal/mol
E_HOMO: -0.4067 Ha
HOMO-LUMO gap: 11.603 eV

Atoms and positions in Å:
Cl  7.37170  -7.66886  -7.92753
Cl  7.11281  -5.78121  -5.73553
Cl  3.25674  -6.24214  -8.13556
Cl  6.49888  -8.59691  -5.32959
Cl  4.07328  -7.65329  -10.53099
Cl  1.58174  -8.36325  -9.19760
C  6.47589  -7.26650  -6.47526
C  2.70881  -7.05103  -9.58667
H  2.18314  -6.34219  -10.21122
H  5.45174  -7.06146  -6.75182

natural (NBO) atomic charge list, values in e, 6 entries: 0.026, 0.005, 0.020, 0.024, 0.024, 0.019

=====

No. 8
ORCA calculation (ωB97M-V with the def2-TZVPD basis set) on a molecular structure, C46H42OP2S2SiV.

Output
2S+1: 4
ΔE to the lowest compared entry with this formula, charge and spin: 81.0 kcal/mol
E_HOMO (alpha / beta): -0.0193 / -0.0189 Ha
HOMO-LUMO gap (alpha / beta): 4.717 / 4.706 eV
charge: -2

Atoms and positions in Å:
V  0.65538  -0.08398  -0.40534
S  0.20753  -2.42546  0.48725
S  3.41506  -3.43032  -0.54254
P  -0.45984  2.15933  -2.18838
P  0.45667  -0.41540  2.07879
Si  0.59953  2.22922  0.48769
O  -0.96854  -0.47251  -1.99228
C  -2.29256  2.19874  1.39209
C  0.81879  2.33915  5.20550
C  0.02667  -2.60928  -2.65704
C  -1.33408  2.19343  0.38116
C  1.28762  0.21311  -2.41892
C  -0.69749  -1.31504  3.19584
C  0.19232  -6.41665  0.68589
C  -2.14471  4.47188  -5.31506
C  3.78887  -1.79570  4.13385
C  0.62266  1.15784  4.50778
C  2.46716  -1.53472  3.80981
C  3.17728  -0.56165  1.74225
C  -1.41362  -3.28639  4.39523
C  0.58561  1.12441  -5.11022
C  4.50049  -0.78972  2.08229
C  0.99532  3.52790  4.50943
C  2.41684  -5.88071  -0.02682
C  2.14102  -0.92908  2.59785
C  -0.99658  -1.83001  -2.28490
C  0.58580  1.15320  3.11272
C  -4.00511  1.52264  -0.16699
C  -1.99162  4.37413  -2.57490
C  -2.74184  -1.29464  4.49074
C  -0.15784  0.39019  -2.85394
C  -0.79682  -0.92336  -5.13901
C  -1.76800  1.92337  -0.92627
C  1.47020  -6.82349  0.32414
C  0.84615  -4.08780  0.35752
C  -0.51667  -2.65196  3.55053
C  1.06754  4.05642  0.02466
C  -2.52710  -2.60869  4.87693
C  -1.83472  -0.65481  3.65851
C  -0.53022  0.37771  -4.37376
C  -3.08797  1.59428  -1.20742
C  -1.51457  3.25784  -3.29726
C  -0.09876  -5.06058  0.69378
C  1.96086  -1.02921  -2.67473
C  -2.54831  5.47647  -3.19203
C  2.15950  -4.48972  -0.03016
C  -1.57654  3.36728  -4.69057
C  1.40964  -2.26597  -2.82328
C  -3.61235  1.85226  1.12340
C  4.81022  -1.41965  3.27320
C  0.76558  2.34337  2.40274
C  0.97387  3.52220  3.12224
C  -2.63818  5.53397  -4.57922
H  -2.90469  6.30603  -2.59209
H  -1.46058  0.95179  -4.44547
H  1.88220  1.10160  -2.62452
H  0.30295  1.30191  -6.15177
H  -1.97612  -2.25510  -2.10449
H  1.69268  -1.81375  4.51114
H  4.02487  -2.29966  5.06478
H  -1.09364  -4.72356  0.96514
H  -1.91500  4.36752  -1.49499
H  1.71846  -7.88112  0.30957
H  -0.56683  -7.14319  0.95754
H  0.83981  2.33441  6.29047
H  1.49336  0.51993  -5.09624
H  -0.22672  -3.65518  -2.79073
H  2.06243  4.31120  0.40463
H  -2.00390  2.47036  2.40358
H  -3.22880  -3.10915  5.53460
H  -1.62438  -1.48564  -4.71979
H  0.49159  0.23244  5.05705
H  -3.39642  1.39309  -2.22733
H  -1.05967  -0.65457  -6.16910
H  5.28579  -0.51942  1.38859
H  1.11219  4.45683  2.58970
H  2.08402  -3.09754  -2.97846
H  0.31927  -3.20058  3.13816
H  1.14400  4.45786  5.04920
H  -4.33998  1.82600  1.92817
H  0.35186  4.77469  0.43618
H  -3.61720  -0.76003  4.84317
H  -1.20296  2.57974  -5.32826
H  -2.00302  0.37120  3.35908
H  3.41375  -6.19475  -0.31133
H  5.84156  -1.63923  3.52169
H  0.80840  2.08095  -4.63381
H  -2.19747  4.49827  -6.39832
H  0.08443  -1.55995  -5.15366
H  -5.02399  1.20650  -0.36194
H  3.04506  -0.97719  -2.73397
H  -1.24921  -4.32095  4.67333
H  2.94055  -0.10278  0.78653
H  -3.07859  6.39258  -5.07196
H  1.07983  4.18450  -1.05686

Löwdin atomic charge list, values in e, 6 entries: 0.346, 0.661, 0.437, 1.128, 0.869, 0.575